1.
Density functional theory data (ωB97M-V/def2-TZVPD) for a molecular structure, C24H33ClN7SV.

Geometry as ORCA input:
```
! wB97M-V def2-TZVPD RIJCOSX def2/J DEFGRID3
* xyz 0 1
V 0.2884 0.3294 -0.5524
C -2.3259 3.3474 1.1403
C -1.5792 2.4422 0.2082
N -0.7513 1.4460 0.6774
N -0.5575 1.5066 2.0507
C -0.7306 0.4892 2.9249
N -0.4524 0.8797 4.2146
S -1.2432 -1.0341 2.5679
C -1.5586 2.5778 -1.1629
C -2.2826 3.5579 -1.9192
C -2.2354 3.5528 -3.2714
C -1.4633 2.5571 -3.9410
C -0.7475 1.6840 -3.1891
N -0.7161 1.6908 -1.8225
H -1.6662 4.0053 1.7207
H -2.9338 2.7784 1.8479
H -2.9959 3.9988 0.5881
H -0.5166 2.4366 2.4375
H 0.2389 1.5981 4.3654
H -0.4477 0.1231 4.8774
H -2.8791 4.2963 -1.4041
H -2.7876 4.2898 -3.8398
H -1.4526 2.4790 -5.0185
H -0.1640 0.9050 -3.6639
Cl -6.8551 -1.0819 -0.2863
C -5.1290 -1.1666 -0.5316
C -4.5291 -0.3417 -1.4659
C -3.1566 -0.4082 -1.6479
C -2.3566 -1.2839 -0.9084
C -0.8793 -1.3406 -1.0773
C -3.0053 -2.1189 0.0042
C -4.3748 -2.0655 0.2016
H -5.1294 0.3461 -2.0463
H -2.7032 0.2378 -2.3877
H -0.6164 -1.3377 -2.1467
H -0.4639 -2.2394 -0.6217
H -2.4201 -2.8267 0.5771
H -4.8554 -2.7161 0.9197
C 2.4998 -1.1122 2.4164
C 2.6790 -0.0717 1.3098
C 3.9031 -0.4297 0.4583
C 2.8748 1.3225 1.9110
N 1.5197 -0.0725 0.4535
H 3.4061 -1.1762 3.0230
H 2.2948 -2.0919 1.9834
H 1.6582 -0.8578 3.0596
H 4.8038 -0.4285 1.0753
H 4.0351 0.2923 -0.3505
H 3.7894 -1.4223 0.0206
H 3.7438 1.3359 2.5723
H 1.9939 1.6126 2.4831
H 3.0268 2.0588 1.1194
C 4.0094 2.4059 -4.0750
C 3.2752 1.2681 -3.4543
C 3.4907 -0.0932 -3.4891
C 2.4717 -0.6678 -2.7092
N 1.6791 0.2867 -2.2369
N 2.1875 1.4523 -2.6870
C 2.2353 -2.1041 -2.3894
H 4.7254 2.0317 -4.8028
H 4.5561 2.9767 -3.3233
H 3.3256 3.0842 -4.5862
H 4.2782 -0.6090 -4.0112
H 1.6871 2.3061 -2.4933
H 3.1175 -2.6943 -2.6301
H 1.3921 -2.4981 -2.9581
H 2.0007 -2.2187 -1.3310
*
```

Calculated values
Strongest force on any atom (Eh/bohr): 0.01792
HOMO level (spin up / spin down) (eV): -5.868 / -5.867
LUMO energy (spin up / spin down) (eV): 0.2 / 0.2

Let us look at the Löwdin charges, expressed in e, one per atom:
1. V 0.84
2. C -0.03
3. C -0.29
4. N -0.08
5. N -0.04
6. C -0.93
7. N 0.07
8. S 0.70
9. C -0.25
10. C -0.03
11. C -0.09
12. C -0.09
13. C -0.20
14. N -0.05
15. H 0.08
16. H 0.09
17. H 0.06
18. H 0.13
19. H 0.09
20. H 0.08
21. H 0.10
22. H 0.10
23. H 0.09
24. H 0.10
25. Cl 0.63
26. C -0.68
27. C -0.11
28. C -0.04
29. C -0.30
30. C -0.18
31. C -0.10
32. C -0.11
33. H 0.10
34. H 0.09
35. H 0.06
36. H 0.05
37. H 0.09
38. H 0.10
39. C -0.05
40. C -0.68
41. C -0.04
42. C -0.04
43. N -0.07
44. H 0.08
45. H 0.09
46. H 0.04
47. H 0.09
48. H 0.07
49. H 0.07
50. H 0.09
51. H 0.05
52. H 0.08
53. C -0.01
54. C -0.29
55. C 0.03
56. C -0.32
57. N -0.02
58. N 0.06
59. C -0.02
60. H 0.08
61. H 0.09
62. H 0.08
63. H 0.12
64. H 0.16
65. H 0.08
66. H 0.09
67. H 0.06

2.
Density functional theory data (ωB97M-V/def2-TZVPD) for a molecular structure, C7H14.

Geometry as ORCA input:
```
! wB97M-V def2-TZVPD RIJCOSX def2/J DEFGRID3
* xyz 0 1
C 1.4827 0.7265 -1.2806
C 0.9609 1.5052 -0.2959
C -0.0045 2.6256 -0.5769
C -0.7398 0.1931 0.9110
C -0.7134 -1.1003 0.5246
C -0.8121 -2.4682 1.0736
C -1.5738 -2.0654 -0.1901
H 1.0174 -0.8106 -0.9287
H 1.0484 0.7422 -2.2802
H 2.4919 0.3294 -1.2116
H 1.5307 1.5903 0.6277
H 0.5756 3.5292 -0.8039
H -0.6338 2.4121 -1.4491
H -0.6534 2.8649 0.2724
H -0.3287 0.4952 1.8706
H -1.4111 0.8887 0.4218
H 0.5447 -1.2174 -0.4055
H -0.0058 -3.1916 0.9714
H -1.3927 -2.5678 1.9890
H -2.6489 -1.9229 -0.1220
H -1.2350 -2.5015 -1.1302
*
```

Calculated values
Strongest force on any atom (Eh/bohr): 0.01088
Relative energy (zero: lowest compared OMol25 entry of this formula, charge and spin) (eV): 5.591
HOMO level (eV): -8.693
LUMO energy (eV): 1.2

Let us look at the Löwdin charges, expressed in e, one per atom:
1. C -0.11
2. C -0.29
3. C -0.13
4. C -0.01
5. C -0.42
6. C -0.11
7. C -0.12
8. H 0.09
9. H 0.08
10. H 0.07
11. H 0.10
12. H 0.08
13. H 0.08
14. H 0.06
15. H 0.08
16. H 0.06
17. H 0.09
18. H 0.10
19. H 0.10
20. H 0.10
21. H 0.10

3.
Density functional theory data (ωB97M-V/def2-TZVPD) for a molecular structure, C30H75N3O9 at a distorted geometry.

Geometry as ORCA input:
```
! wB97M-V def2-TZVPD RIJCOSX def2/J DEFGRID3
* xyz 0 1
C -17.4210 -18.5943 -15.0827
C -16.7031 -17.2802 -14.7640
C -17.4537 -16.0673 -15.1714
C -18.9008 -15.8792 -14.6412
C -18.9848 -15.9415 -13.0359
C -18.6719 -14.6376 -12.3263
H -17.8593 -18.5823 -16.0806
H -18.2820 -18.6185 -14.4148
H -16.8321 -19.5026 -14.9552
H -16.5776 -17.2545 -13.6816
H -15.6997 -17.3147 -15.1885
H -17.3954 -16.0771 -16.2598
H -16.8918 -15.1627 -14.9392
H -19.3799 -14.9526 -14.9572
H -19.5344 -16.6626 -15.0571
H -20.0194 -16.1970 -12.8074
H -18.4736 -16.8531 -12.7266
H -19.0586 -14.7279 -11.3112
H -17.5988 -14.4481 -12.3003
H -19.2213 -13.8605 -12.8578
C -21.3940 -18.0093 -16.9537
C -22.5439 -17.1371 -16.3798
C -23.9343 -17.7863 -16.3407
C -24.4607 -18.0991 -17.7890
C -25.9069 -18.4432 -17.9030
C -26.2284 -19.8966 -17.5429
H -20.4532 -17.4648 -17.0345
H -21.6417 -18.4068 -17.9379
H -21.2328 -18.8898 -16.3318
H -22.3355 -16.8044 -15.3630
H -22.6818 -16.1845 -16.8913
H -24.6823 -17.0989 -15.9456
H -23.9471 -18.6482 -15.6736
H -24.0743 -17.3141 -18.4391
H -23.9798 -19.0176 -18.1253
H -26.5631 -17.6681 -17.5072
H -26.1875 -18.3404 -18.9513
H -25.8033 -20.3024 -16.6249
H -27.2907 -20.0979 -17.4048
H -25.9642 -20.5947 -18.3372
C -17.8371 -16.2697 -23.3589
C -17.9793 -16.5318 -21.8913
C -19.0634 -15.6543 -21.2423
C -19.4378 -16.1256 -19.7918
C -18.4198 -15.6821 -18.8435
C -18.8923 -16.0789 -17.4667
H -17.7483 -15.2090 -23.5936
H -18.7149 -16.5722 -23.9299
H -16.9417 -16.7796 -23.7144
H -18.2148 -17.5944 -21.8305
H -17.0678 -16.4610 -21.2978
H -19.9748 -15.7637 -21.8300
H -18.7854 -14.6015 -21.1933
H -20.3308 -15.5723 -19.5010
H -19.7692 -17.1618 -19.7252
H -17.4835 -16.1714 -19.1122
H -18.3582 -14.5941 -18.8695
H -18.3126 -15.6178 -16.6670
H -19.8699 -15.7513 -17.1131
H -18.8673 -17.1630 -17.3563
C -16.9319 -14.1628 -16.4218
C -18.4278 -13.7549 -16.4306
O -18.5865 -12.3937 -16.7261
O -16.2516 -13.6664 -15.3464
H -16.4331 -13.8458 -17.3376
H -16.8367 -15.2482 -16.3913
H -18.8480 -13.8178 -15.4268
H -18.9538 -14.4141 -17.1211
H -19.2171 -12.0956 -16.0665
H -15.3594 -13.9154 -15.5987
C -20.2066 -14.7622 -16.1804
C -21.4765 -15.4698 -15.6218
O -22.4448 -14.5651 -15.2319
O -20.4027 -13.9362 -17.2811
H -19.4804 -15.5638 -16.3152
H -19.8643 -14.1538 -15.3434
H -21.3790 -16.0550 -14.7074
H -22.0005 -16.1047 -16.3362
H -22.9914 -14.2617 -15.9605
H -21.1756 -13.4121 -17.0586
C -21.3906 -12.2162 -16.8662
C -21.5885 -11.8129 -18.3422
O -20.5721 -10.9420 -18.7706
O -21.7732 -11.1210 -16.0448
H -20.3516 -12.5284 -16.7608
H -21.9836 -13.0669 -16.5305
H -22.5536 -11.3724 -18.5923
H -21.4511 -12.7118 -18.9431
H -21.0464 -10.3040 -19.3086
H -20.9789 -10.5844 -15.9927
O -22.5896 -13.9054 -17.1461
C -23.7436 -14.2567 -17.4124
N -24.3064 -13.7148 -18.4579
C -24.6357 -15.0249 -16.4507
H -23.8718 -12.9805 -18.9983
H -25.3079 -13.7589 -18.5806
H -24.2103 -15.6186 -15.6416
H -25.0613 -15.7806 -17.1110
H -25.4367 -14.3833 -16.0835
O -22.4240 -14.9320 -20.7025
C -21.8846 -14.8202 -19.6253
N -20.9706 -13.8600 -19.3724
C -22.1836 -15.8315 -18.5326
H -20.4373 -13.8805 -18.5150
H -20.6049 -13.3930 -20.1899
H -21.6894 -16.7711 -18.7797
H -23.2638 -15.9508 -18.6161
H -21.8149 -15.6093 -17.5312
O -24.4767 -14.0838 -12.1659
C -23.5962 -14.4289 -12.9593
N -23.8356 -15.0999 -14.0964
C -22.0923 -14.0808 -12.7917
H -24.7692 -15.2668 -14.4437
H -23.1022 -15.3432 -14.7469
H -21.5724 -13.7743 -13.6993
H -21.5605 -14.8310 -12.2065
H -22.0984 -13.1872 -12.1676
*
```

Calculated values
Strongest force on any atom (Eh/bohr): 0.22715
Relative energy (zero: lowest compared OMol25 entry of this formula, charge and spin) (eV): 49.251
HOMO level (eV): -7.775
LUMO energy (eV): 0.1

These are the Löwdin partial charges, in e, on atoms 1 to 99:
1. C -0.08
2. C -0.22
3. C -0.26
4. C -0.14
5. C -0.19
6. C -0.08
7. H 0.06
8. H 0.07
9. H 0.07
10. H 0.10
11. H 0.11
12. H 0.05
13. H 0.09
14. H 0.01
15. H 0.12
16. H 0.08
17. H 0.09
18. H 0.08
19. H 0.08
20. H 0.07
21. C 0.02
22. C -0.32
23. C -0.13
24. C -0.21
25. C -0.27
26. C -0.10
27. H 0.05
28. H 0.09
29. H 0.11
30. H 0.11
31. H 0.06
32. H 0.08
33. H 0.12
34. H 0.09
35. H 0.11
36. H 0.10
37. H 0.11
38. H 0.07
39. H 0.07
40. H 0.07
41. C -0.13
42. C -0.28
43. C -0.17
44. C -0.22
45. C -0.16
46. C -0.18
47. H 0.07
48. H 0.08
49. H 0.07
50. H 0.11
51. H 0.10
52. H 0.11
53. H 0.11
54. H 0.04
55. H 0.13
56. H 0.13
57. H 0.14
58. H 0.03
59. H 0.04
60. H 0.12
61. C -0.27
62. C -0.26
63. O 0.04
64. O -0.01
65. H 0.15
66. H 0.04
67. H 0.11
68. H 0.07
69. H 0.09
70. H 0.12
71. C -0.38
72. C -0.19
73. O -0.12
74. O -0.15
75. H -0.01
76. H 0.09
77. H 0.16
78. H -0.11
79. H 0.01
80. H -0.06
81. C -0.26
82. C -0.19
83. O -0.01
84. O 0.01
85. H 0.10
86. H 0.04
87. H 0.13
88. H -0.01
89. H 0.09
90. H 0.09
91. O -0.10
92. C -0.43
93. N 0.27
94. C 0.03
95. H 0.13
96. H 0.15
97. H 0.04
98. H 0.10
99. H 0.14

4.
Density functional theory data (ωB97M-V/def2-TZVPD) for 2 unconnected molecules or ions with the total composition C5H9N3O at a distorted geometry.

Geometry as ORCA input:
```
! wB97M-V def2-TZVPD RIJCOSX def2/J DEFGRID3
* xyz 0 1
C 1.1404 0.9991 0.7093
C 0.5572 0.8441 -1.8245
C -1.2542 -0.7419 0.4248
C 0.8444 -0.4366 0.5493
C 0.0920 0.9441 -0.3964
N -1.6999 -0.3938 1.6452
N -1.5365 -1.6730 -0.3351
N 1.5509 -1.4799 0.6450
O -1.1615 1.2102 -0.1828
H -1.6122 -1.0948 2.3676
H -1.6999 0.5950 1.8445
H -1.1053 -1.7893 -1.2420
H 1.0445 -2.2973 0.2792
H 2.1511 1.3300 0.4658
H 0.7423 1.4506 1.6158
H 0.4272 1.8360 -2.2702
H 1.6010 0.5440 -1.9170
H -0.0814 0.1534 -2.3785
*
```

Calculated values
Strongest force on any atom (Eh/bohr): 0.04832
Relative energy (zero: lowest compared OMol25 entry of this formula, charge and spin) (eV): 5.566
HOMO level (eV): -7.693
LUMO energy (eV): 0.0

Let us look at the Löwdin charges, expressed in e, one per atom:
1. C -0.05
2. C 0.00
3. C -0.37
4. C -0.32
5. C -0.49
6. N 0.14
7. N 0.18
8. N 0.14
9. O -0.09
10. H 0.12
11. H 0.11
12. H 0.07
13. H 0.04
14. H 0.12
15. H 0.12
16. H 0.10
17. H 0.09
18. H 0.09

> Which of these has the highest strongest force on any atom?

C30H75N3O9